1.
The following is a DFT calculation (ωB97M-V with the def2-TZVPD basis set) of C4H7NO in the gas phase.

Last column: natural (NBO) charge in e.
Cartesian coordinates (Å):
C (-0.546091, 1.030265, 1.195230)  -0.62
C (-0.514596, -0.365223, 0.558290)  -0.40
C (0.591870, -0.522711, -0.482835)  0.01
O (0.589399, -1.863305, -0.913282)  -0.69
C (0.357158, 0.395231, -1.628468)  0.24
N (0.185557, 1.089284, -2.537905)  -0.31
H (-1.572154, 1.374512, 1.343619)  0.22
H (-0.049408, 1.041426, 2.169755)  0.21
H (-0.050163, 1.774592, 0.561912)  0.21
H (-1.460325, -0.603756, 0.061515)  0.22
H (-0.348748, -1.139841, 1.313818)  0.22
H (1.560161, -0.241395, -0.038635)  0.20
H (1.257340, -1.969081, -1.603015)  0.48

Atomic forces in eV per Å
C 0.0 0.1 0.0
C -0.1 0.0 0.0
C -0.1 0.3 0.2
O 0.2 -0.1 -0.2
C -0.1 0.6 -0.8
N 0.2 -0.7 0.9
H 0.1 -0.1 0.0
H 0.0 0.0 -0.2
H -0.1 -0.1 0.1
H 0.1 0.1 0.1
H 0.0 0.1 -0.1
H -0.1 -0.1 -0.1
H -0.1 -0.1 0.1

As for the structure (SMILES): CC[C@@H](O)C#N. The calculation puts the maximum force at 1.12 eV/A. The HOMO energy comes out at -11.40 eV.

=====

2.
The following is a DFT calculation (ωB97M-V with the def2-TZVPD basis set) of C2H8N2O3S in the gas phase.

Last column: natural (NBO) charge in e.
Cartesian coordinates (Å):
C (-1.123679, -1.194828, -0.110342)  -0.62
C (-0.177523, -0.405164, -0.907826)  0.14
N (-0.745769, -0.023638, -2.211508)  -0.79
N (0.328441, 0.789038, -0.006101)  -0.92
S (0.834995, 0.327009, 1.470825)  2.50
O (1.720830, -0.764927, 1.362387)  -0.95
O (-0.244727, 0.257611, 2.401745)  -0.93
O (1.634585, 1.668779, 1.780678)  -0.88
H (-2.017026, -0.560837, -0.110057)  0.21
H (-0.704017, -1.314616, 0.815110)  0.22
H (-1.315853, -2.177095, -0.539126)  0.23
H (0.763175, -0.754471, -1.012523)  0.19
H (0.018969, 0.302529, -2.722631)  0.36
H (-1.297695, 0.863806, -2.047528)  0.35
H (-0.294441, 1.557789, 0.129500)  0.39
H (2.619735, 1.429014, 1.707397)  0.52

Atomic forces in eV per Å
C -1.3 -0.1 -2.1
C -1.5 2.6 0.3
N -1.0 1.4 2.5
N -0.3 -1.0 -1.3
S -1.0 1.7 0.4
O 1.0 -0.9 -0.3
O 0.2 0.2 0.1
O 2.3 -0.8 0.5
H -0.3 -0.6 0.5
H 0.3 -0.6 2.4
H -0.2 0.1 -0.2
H 2.6 -2.3 -1.0
H 1.4 0.6 -1.5
H 0.3 -1.5 -0.3
H -0.7 0.5 -0.1
H -1.9 0.6 0.1

As for the structure (SMILES): C[C@@H](N)NS(=O)(=O)O. The calculation puts the maximum force at 3.67 eV/A. The HOMO energy comes out at -10.37 eV.

=====

3.
The following is a DFT calculation (ωB97M-V with the def2-TZVPD basis set) of a 6-piece molecular cluster, C41H54N4O6PS overall.

Last column: Löwdin charge in e.
Cartesian coordinates (Å):
C (-3.500057, -4.383616, 2.177163)  0.05
C (-2.869287, -3.129062, 1.704970)  -0.50
O (-2.689005, -2.767896, 0.585613)  0.12
O (-2.458076, -2.305457, 2.729486)  0.01
C (-2.272428, -0.988985, 2.285040)  -0.12
N (-0.900845, -0.754902, 1.726617)  0.02
C (0.068038, -1.837260, 1.994721)  -0.05
C (1.462337, -1.309787, 1.670712)  -0.33
O (2.438412, -2.304004, 1.733817)  -0.13
C (2.379202, -3.347667, 0.774257)  -0.13
C (2.575939, -2.912784, -0.692644)  -0.39
C (1.265345, -2.769243, -1.455757)  -0.03
O (3.356395, -1.726873, -0.751899)  -0.03
C (1.825118, -0.277089, 2.745344)  -0.28
P (2.535654, -0.880280, 4.351679)  0.77
N (3.541171, 0.202255, 4.875635)  -0.29
N (0.554594, 0.475441, 3.091270)  0.11
C (-0.391436, 0.442823, 2.122662)  -0.34
N (-0.824899, 1.560242, 1.531591)  0.08
S (-1.931301, 1.683866, 0.182766)  0.65
C (-3.546374, 1.790441, 0.881327)  -0.10
O (-1.814210, 0.513440, -0.610038)  -0.24
O (-1.561862, 2.955486, -0.344900)  -0.27
H (-2.719644, -5.029917, 2.588205)  0.11
H (-4.203425, -4.195547, 2.985055)  0.10
H (-3.957025, -4.894860, 1.336140)  0.10
H (-2.448737, -0.337885, 3.144443)  0.15
H (-3.008406, -0.764397, 1.513947)  0.10
H (-0.207284, -2.689412, 1.381666)  0.12
H (0.061286, -2.124593, 3.051837)  0.14
H (1.484366, -0.803292, 0.698472)  0.15
H (3.191556, -4.013964, 1.060891)  0.13
H (1.455898, -3.930810, 0.850904)  0.12
H (3.137455, -3.712399, -1.184996)  0.15
H (0.787176, -3.743811, -1.558459)  0.09
H (1.444759, -2.388133, -2.462107)  0.09
H (0.550356, -2.113872, -0.948742)  0.07
H (2.871324, -1.044815, -1.228176)  0.10
H (2.523684, 0.474850, 2.378937)  0.13
H (3.137322, -2.123433, 4.146212)  0.02
H (1.462339, -1.050814, 5.242212)  0.01
H (3.278193, 0.582451, 5.775789)  -0.04
H (0.777260, 1.430730, 3.357039)  0.15
H (-0.464621, 2.455265, 1.842286)  0.15
H (-3.514418, 1.897377, 1.963483)  0.08
H (-4.131252, 0.930670, 0.552520)  0.02
H (-3.959682, 2.704147, 0.454455)  0.09
C (8.402956, -3.941920, 1.487613)  -0.09
C (7.204242, -3.513424, 2.040151)  -0.09
C (6.220334, -2.972352, 1.223929)  -0.10
C (6.430904, -2.865695, -0.144167)  -0.09
C (7.630229, -3.295117, -0.695766)  -0.09
C (8.616622, -3.830939, 0.120493)  -0.09
H (9.172343, -4.360540, 2.122931)  0.10
H (7.039646, -3.598049, 3.106715)  0.10
H (5.286851, -2.626191, 1.653460)  0.09
H (5.659842, -2.442013, -0.773342)  0.08
H (7.796396, -3.211865, -1.761925)  0.10
H (9.553271, -4.162108, -0.308385)  0.10
C (-1.365326, 3.810626, -4.821143)  -0.10
C (-1.306075, 5.009034, -5.518383)  -0.11
C (-1.377357, 6.214338, -4.834905)  -0.09
C (-1.500811, 6.219953, -3.452337)  -0.09
C (-1.555213, 5.021805, -2.753308)  -0.10
C (-1.491545, 3.815444, -3.438769)  -0.10
H (-1.312802, 2.871869, -5.358560)  0.10
H (-1.205652, 5.002404, -6.595775)  0.10
H (-1.335425, 7.148684, -5.379076)  0.10
H (-1.552424, 7.160332, -2.919012)  0.10
H (-1.648114, 5.028506, -1.676576)  0.08
H (-1.538833, 2.880215, -2.897629)  0.08
C (2.500112, 3.786372, -9.564532)  -0.09
C (2.038798, 4.463718, -8.444489)  -0.09
C (1.501881, 3.756184, -7.377929)  -0.10
C (1.432811, 2.370931, -7.429706)  -0.10
C (1.895837, 1.693051, -8.548820)  -0.10
C (2.427352, 2.401413, -9.617295)  -0.09
H (2.916742, 4.337885, -10.397090)  0.10
H (2.097316, 5.543670, -8.402865)  0.10
H (1.140585, 4.282839, -6.505184)  0.08
H (1.016968, 1.819269, -6.595483)  0.09
H (1.842894, 0.612726, -8.589332)  0.10
H (2.785281, 1.873946, -10.491709)  0.10
C (-2.552474, -1.388214, 7.399803)  -0.08
C (-1.802381, -1.112888, 6.265211)  -0.10
C (-1.101870, 0.083054, 6.172279)  -0.13
C (-1.144350, 1.001400, 7.212947)  -0.09
C (-1.893066, 0.723150, 8.347214)  -0.08
C (-2.598148, -0.469183, 8.438611)  -0.08
H (-3.099693, -2.318435, 7.476109)  0.11
H (-1.764175, -1.832542, 5.454816)  0.09
H (-0.521015, 0.295687, 5.285750)  0.05
H (-0.593733, 1.930894, 7.143188)  0.10
H (-1.926164, 1.434653, 9.161193)  0.11
H (-3.183138, -0.683352, 9.322862)  0.11
C (-4.758945, -0.767983, -0.826246)  -0.12
C (-5.788079, -0.404465, 0.035113)  -0.13
C (-6.696795, 0.578753, -0.336583)  -0.09
C (-6.578201, 1.195797, -1.573886)  -0.08
C (-5.551136, 0.833832, -2.436426)  -0.07
C (-4.640380, -0.144145, -2.061951)  -0.08
H (-4.044926, -1.522682, -0.525066)  0.08
H (-5.887915, -0.892347, 0.998654)  0.11
H (-7.497995, 0.860261, 0.334329)  0.11
H (-7.288035, 1.957497, -1.867908)  0.11
H (-5.462101, 1.314958, -3.401441)  0.11
H (-3.836832, -0.421326, -2.731819)  0.11

Atomic forces in eV per Å
C 0.3 -0.4 0.2
C 0.1 0.1 0.3
O 0.0 -0.4 -0.9
O -0.1 0.2 0.2
C -0.5 0.4 -0.2
N 0.7 -0.3 0.8
C -0.1 0.1 0.2
C 0.2 0.0 0.1
O -0.1 0.0 0.2
C 0.4 -0.3 -0.3
C -0.3 0.1 -0.3
C -0.1 0.0 0.1
O 0.0 0.1 0.2
C -0.7 -0.6 0.2
P 1.3 1.1 1.0
N -0.5 0.0 -0.2
N 0.6 0.8 -1.0
C -0.2 -0.1 -0.5
N -0.5 -0.4 0.8
S -0.3 0.6 -1.0
C 0.0 0.4 0.2
O 0.3 -0.2 0.3
O 0.2 0.0 0.5
H 0.0 0.0 0.0
H -0.1 0.1 -0.1
H -0.1 0.0 0.0
H 0.2 -0.2 0.1
H 0.1 0.0 -0.1
H 0.0 0.0 0.0
H -0.1 -0.2 0.0
H -0.2 -0.1 -0.1
H 0.0 0.1 0.1
H -0.1 0.1 0.1
H 0.1 0.0 0.1
H 0.0 0.0 0.0
H 0.0 0.0 0.0
H 0.0 0.1 -0.1
H 0.1 -0.1 -0.1
H 0.3 -0.2 0.0
H -0.4 -0.2 -0.3
H -0.4 -0.5 -0.4
H 0.2 0.1 0.0
H 0.2 -0.1 0.1
H 0.0 0.1 -0.1
H 0.1 -0.1 0.0
H 0.2 0.1 0.1
H 0.0 0.0 0.0
C 0.0 0.0 0.0
C 0.0 0.0 0.0
C 0.0 0.0 0.0
C 0.0 0.0 0.0
C 0.0 0.0 0.0
C 0.0 0.0 0.0
H 0.0 0.0 0.0
H 0.0 0.0 0.0
H 0.0 0.0 0.0
H 0.0 0.0 0.0
H 0.0 0.0 0.0
H 0.0 0.0 0.0
C 0.0 0.0 0.0
C -0.1 0.0 0.0
C 0.0 0.0 0.0
C 0.0 0.0 0.0
C 0.0 0.0 -0.1
C 0.0 0.0 0.0
H 0.0 0.0 0.0
H 0.0 0.0 0.0
H 0.0 0.0 0.0
H 0.0 0.0 0.0
H 0.0 0.0 0.0
H 0.0 0.0 0.0
C 0.0 0.0 0.0
C 0.0 0.0 0.0
C 0.0 0.0 0.0
C 0.0 0.0 0.0
C 0.0 0.0 0.0
C 0.0 0.0 0.0
H 0.0 0.0 0.0
H 0.0 0.0 0.0
H 0.0 0.0 0.0
H 0.0 0.0 0.0
H 0.0 0.0 0.0
H 0.0 0.0 0.0
C 0.0 0.0 0.0
C 0.0 0.0 -0.1
C -0.1 0.0 0.0
C 0.0 0.0 0.0
C 0.0 0.0 0.0
C 0.0 0.0 0.0
H 0.0 0.0 0.0
H 0.0 0.0 0.0
H 0.0 0.0 0.0
H 0.0 0.0 0.0
H 0.0 0.0 0.0
H 0.0 0.0 0.0
C -0.1 -0.1 0.0
C -0.1 -0.2 -0.1
C 0.0 0.0 0.0
C 0.0 0.0 0.1
C 0.1 0.0 0.0
C 0.0 0.0 0.0
H -0.1 0.0 -0.2
H 0.0 0.0 0.0
H 0.0 0.0 0.0
H 0.0 0.0 0.0
H 0.0 0.0 0.0
H 0.0 0.0 0.0

Its net charge is +1. The calculation puts the maximum force at 1.94 eV/A. The HOMO energy comes out at -10.58 eV.

=====

4.
The following is a DFT calculation (ωB97M-V with the def2-TZVPD basis set) of C5H5OYb as an isolated structure.

Last column: Löwdin charge in e.
Cartesian coordinates (Å):
C (-0.840660, 1.837569, 0.397745)  0.01
C (-1.420025, 1.279536, -0.734269)  0.02
H (-1.447129, 2.080768, 1.271668)  0.10
H (0.169308, 2.247794, 0.357987)  0.10
H (-0.871415, 1.246605, -1.676618)  0.10
H (-2.491017, 1.074629, -0.768381)  0.11
C (-0.591791, -0.325701, 0.484982)  0.06
C (0.539067, -0.903502, 0.197866)  -0.06
H (-1.443211, -0.638423, 1.081932)  0.10
C (1.582787, -1.602276, -0.161172)  -0.22
O (2.398401, -2.470467, 0.032631)  -0.18
Yb (4.415689, -3.826537, -0.484366)  1.84

Atomic forces in eV per Å
C 0.0 -0.8 -0.3
C 0.6 -0.3 0.8
H 0.2 -0.2 -0.2
H -0.2 -0.3 0.1
H -0.1 -0.2 0.3
H 0.3 -0.2 0.1
C -1.0 1.2 -0.4
C 2.7 -0.8 -1.3
H 0.2 0.4 -0.3
C -5.1 2.3 1.5
O 4.2 -2.3 -0.7
Yb -1.7 1.1 0.5

Its net charge is +2. The calculation puts the maximum force at 5.81 eV/A. The HOMO energy (spin up / spin down) comes out at -13.76 / -15.18 eV. The spin multiplicity is 2. Its expectation value of S² is 0.776.

=====

What is the formula in the second record?
C2H8N2O3S

=====

maximum force of number 2 (C2H8N2O3S)?
3.67 eV/A